(1)
67
Properties=species:S:1:pos:R:3 method="wB97M-V/def2-TZVPD" orbital_gap_ev="6.4 / 6.8" relative_energy_kcal_mol=37.4 multiplicity=2 energy_ev=-176506.0665
Fe 0.67368 -0.07852 -0.03340
Cl 1.97180 -4.71815 5.05134
C 1.84076 -3.89595 3.51074
C 1.07636 -4.47151 2.48316
C 0.93019 -3.82156 1.28614
C 1.51989 -2.55730 1.05360
O 1.30237 -1.92997 -0.06653
C 2.33211 -2.03021 2.08120
C 3.01215 -0.79042 1.87772
N 2.85978 -0.11417 0.80104
C 3.58134 1.03195 0.50172
C 4.79567 1.40692 1.00540
C 5.42362 2.59103 0.55691
C 4.84084 3.36756 -0.40330
C 3.60174 2.97343 -0.96738
C 2.94899 3.70515 -1.98954
C 1.77570 3.24786 -2.50401
C 1.22943 2.05210 -1.99517
N 1.80007 1.36243 -1.03971
C 2.98455 1.80390 -0.51199
C 2.47349 -2.70443 3.30771
H 0.59600 -5.42704 2.65068
H 0.32889 -4.24183 0.49075
H 3.63964 -0.42211 2.69621
H 5.29136 0.78403 1.73932
H 6.38010 2.87219 0.97728
H 5.31566 4.27439 -0.75521
H 3.39855 4.62280 -2.35024
H 1.25489 3.77966 -3.28708
H 0.30086 1.65684 -2.37857
H 3.08853 -2.27129 4.08848
O -0.89524 0.25434 -1.19248
C -2.02262 0.72347 -0.74089
Br 0.31181 1.41141 1.76723
O -0.70150 -1.85827 3.40181
C -2.00200 -1.53867 3.53558
C -2.69572 -1.78759 4.71894
C -4.03597 -1.47437 4.82696
C -4.72124 -0.90673 3.75742
C -4.03522 -0.64073 2.58977
C -2.67834 -0.93931 2.46238
C -1.96082 -0.63868 1.20849
O -2.49761 0.38252 0.55141
O -0.98559 -1.25265 0.81122
H -0.34716 -2.19026 4.23519
H -2.17045 -2.24050 5.55266
H -4.55659 -1.68192 5.75326
H -5.77471 -0.67897 3.83602
H -4.55249 -0.21769 1.73975
N -4.48150 0.82332 -1.12616
C -3.18108 1.11097 -1.64503
S -2.34673 2.62850 -1.04499
N -3.17417 0.73138 -3.03175
C -2.06803 0.64308 -3.90392
C -1.23801 1.72797 -4.17265
C -0.20183 1.59364 -5.08641
C 0.01560 0.39611 -5.75231
C -0.82871 -0.67581 -5.50533
C -1.86460 -0.55190 -4.59154
H -5.17669 1.29296 -1.69599
H -4.56242 1.14811 -0.17352
H -3.79789 -0.05649 -3.13367
H -1.40831 2.66843 -3.66832
H 0.43652 2.44560 -5.29145
H 0.82615 0.30314 -6.46327
H -0.67795 -1.61903 -6.01477
H -2.51793 -1.39317 -4.39085

(2)
63
Properties=species:S:1:pos:R:3 method="wB97M-V/def2-TZVPD" orbital_gap_ev=10.0 relative_energy_kcal_mol=3.6 energy_ev=-60011.7649 smiles="C[N+](=O)[O-].C[N+](=O)[O-].C[N+](=O)[O-].C[N+](=O)[O-].C[N+](=O)[O-].C[N+](=O)[O-].C[N+](=O)[O-].C[N+](=O)[O-].C[N+](=O)[O-]"
C -4.04944 0.69815 0.97556
N -3.94933 1.42738 -0.30403
O -4.52677 2.48588 -0.40841
O -3.30972 0.89054 -1.19158
H -4.40267 1.35109 1.76299
H -3.09153 0.24309 1.20545
H -4.76708 -0.10546 0.81138
C 4.62477 -0.40814 -0.44561
N 5.97795 -0.48845 0.15167
O 6.67524 -1.43516 -0.13891
O 6.29800 0.42394 0.89261
H 4.33731 0.63608 -0.36634
H 3.91301 -1.03010 0.08811
H 4.68113 -0.68427 -1.49368
C 1.75220 -3.18964 -1.55443
N 2.36433 -4.10284 -0.54729
O 1.66359 -4.98693 -0.08564
O 3.51816 -3.90505 -0.24775
H 1.08930 -2.51795 -1.02282
H 1.22020 -3.76829 -2.30186
H 2.58344 -2.68022 -2.03101
C 2.58824 1.55423 2.29044
N 2.52025 0.74351 3.52777
O 1.44413 0.63558 4.07644
O 3.55513 0.22890 3.89847
H 2.80570 0.87228 1.47195
H 3.43231 2.22974 2.39431
H 1.64301 2.05665 2.13397
C -0.28146 0.93644 -1.20197
N 1.04539 0.27547 -1.27008
O 1.41499 -0.33143 -0.27934
O 1.67670 0.36234 -2.30079
H -0.17944 1.80712 -0.56079
H -0.99364 0.22734 -0.79406
H -0.56998 1.20040 -2.21441
C -2.76820 -2.74734 1.94127
N -1.82753 -3.10319 0.84415
O -1.31986 -4.20091 0.88121
O -1.62830 -2.25988 -0.00807
H -2.19993 -2.36985 2.78123
H -3.34990 -3.63504 2.17495
H -3.47459 -2.05094 1.50296
C -0.94229 4.55156 -1.65990
N -1.59471 4.96517 -0.37807
O -0.97825 4.77208 0.65548
O -2.70092 5.44354 -0.44882
H -0.86132 5.43034 -2.28969
H -1.59627 3.80990 -2.10094
H 0.03572 4.16219 -1.40712
C -4.65947 2.18802 -3.94655
N -3.32707 2.85138 -3.97159
O -2.35122 2.13284 -4.08095
O -3.29041 4.05254 -3.83242
H -4.57547 1.44639 -3.16015
H -4.82891 1.74074 -4.92068
H -5.39896 2.94613 -3.72439
C 1.56932 -3.67153 3.25489
N 1.55144 -2.40814 2.45037
O 0.50395 -1.79566 2.36782
O 2.59299 -2.06208 1.94208
H 2.53561 -3.71456 3.74079
H 1.45323 -4.48490 2.53873
H 0.72791 -3.64098 3.93310

(3)
10
Properties=species:S:1:pos:R:3 method="wB97M-V/def2-TZVPD" orbital_gap_ev="7.6 / 7.6" relative_energy_kcal_mol=72.1 total_charge=+1 energy_ev=-15150.1579
C -0.31521 1.05620 -0.58523
N 0.49071 -2.07939 1.64070
N -0.02810 -1.02942 1.58547
N -0.34692 0.01746 1.10685
N 0.40981 0.62457 -1.55864
I -1.81497 2.43774 -0.85890
H 1.04018 -2.57680 0.94773
H -0.92294 0.66834 1.62842
H 1.15172 -0.04418 -1.37604
H 0.33573 0.92547 -2.53035

(4)
24
Properties=species:S:1:pos:R:3 method="wB97M-V/def2-TZVPD" orbital_gap_ev=9.3 relative_energy_kcal_mol=48.3 energy_ev=-17824.9402 smiles=CCC#CP(CC)CC
C 1.57092 -0.76740 0.45930
C 0.42153 -0.46090 0.75062
C 3.98742 -0.62212 -0.41212
C -3.02389 -2.21085 -0.03123
C -0.75731 2.98600 0.41576
C 2.87027 -1.36614 0.27699
C -1.89298 -1.26772 -0.33695
C -1.23505 1.55238 -0.05639
P -1.20993 -0.06407 1.09327
H 3.64195 -0.21076 -1.36902
H 4.78363 -1.28692 -0.58463
H 4.41170 0.20074 0.19098
H -3.15655 -2.75491 -0.96645
H -2.75188 -2.86972 0.72071
H -4.00160 -1.63574 0.18014
H -0.55446 3.51126 -0.56747
H -1.64392 3.48977 0.87341
H 0.17558 2.92351 1.00892
H 3.37733 -1.60356 1.24674
H 2.65244 -2.27759 -0.13832
H -2.24857 -0.66243 -1.20759
H -1.03650 -1.84802 -0.51938
H -0.64371 1.27156 -0.82467
H -2.18879 1.63927 -0.38586

(5)
17
Properties=species:S:1:pos:R:3 method="wB97M-V/def2-TZVPD" orbital_gap_ev=10.3 relative_energy_kcal_mol=15.3 energy_ev=-8430.5754 smiles="C1=CCOCCC1"
C -1.44648 -0.18246 0.22883
C -0.61943 -1.46010 -0.04448
O 0.58484 -1.23412 -0.74296
C 1.60876 -0.65428 0.02939
C 1.45256 0.82311 0.27890
C 0.37847 1.56143 0.00615
C -0.93327 1.04154 -0.53988
H -1.43950 0.05432 1.29880
H -2.49277 -0.37125 -0.04235
H -0.40559 -1.98767 0.89962
H -1.18714 -2.14475 -0.68129
H 1.71072 -1.18987 0.99145
H 2.53646 -0.82335 -0.52957
H 2.33328 1.30452 0.70531
H 0.43112 2.62896 0.21641
H -0.82699 0.79796 -1.60341
H -1.68503 1.83601 -0.47090

(6)
12
Properties=species:S:1:pos:R:3 method="wB97M-V/def2-TZVPD" orbital_gap_ev=9.0 relative_energy_kcal_mol=14.7 energy_ev=-26821.1767 smiles="NCC(=S)NS"
C 0.13848 1.89417 0.28051
C -0.19292 0.37752 0.22160
H 2.12225 1.53375 0.03169
H 1.72776 1.82679 1.55251
H -0.02317 2.32657 -0.72905
H -0.48896 2.38120 1.02607
H 0.35526 0.52821 -1.69619
H -0.74911 -1.87419 -0.34884
N 1.53909 2.11300 0.60631
N -0.03580 -0.06622 -0.99481
S -0.67773 -0.48094 1.51401
S -0.14355 -1.68656 -1.52209

(7)
14
Properties=species:S:1:pos:R:3 method="wB97M-V/def2-TZVPD" orbital_gap_ev=9.3 relative_energy_kcal_mol=122.8 energy_ev=-7820.3217 smiles=Cc1c[nH]c2c1C2
C 0.36869 -1.36243 0.32852
C -0.70143 0.67105 -0.51879
C 0.74127 -0.02721 -0.03450
C -1.54929 -0.34810 -0.21927
C -2.01073 1.08159 -0.03225
C 2.04898 0.54368 -0.22178
N -1.04469 -1.49301 0.18156
H 1.07800 -2.06728 0.59504
H -2.14598 1.60131 0.90422
H -2.53415 1.34917 -0.84527
H 2.57347 0.41812 -1.25633
H 2.08769 1.66384 -0.04085
H 2.74212 0.15378 0.60828
H -1.65397 -2.18452 0.55143

(8)
16
Properties=species:S:1:pos:R:3 method="wB97M-V/def2-TZVPD" orbital_gap_ev=5.2 relative_energy_kcal_mol=22.2 total_charge=-1 energy_ev=-6372.2521
C -2.16112 -1.68759 0.63052
O -3.15527 -1.58611 1.58693
H -1.25156 -0.98974 0.79576
H -2.54011 -1.53521 -0.36833
H -1.60530 -2.68380 0.54052
C 1.31095 0.19090 -1.55938
C 2.13569 0.88351 -0.46148
C 1.61118 2.18972 0.11142
H 1.30402 0.74650 -2.47939
H 1.78909 -0.76415 -1.90035
H 0.27896 -0.21192 -1.43806
H 2.26917 0.11678 0.25143
H 3.12797 1.05596 -0.87299
H 2.04984 2.47743 1.07209
H 0.52932 2.10601 0.02925
H 1.91051 2.91175 -0.65185

(9)
48
Properties=species:S:1:pos:R:3 method="wB97M-V/def2-TZVPD" orbital_gap_ev=3.9 total_charge=-1 energy_ev=-102178.2647
C 1.10521 3.53835 -0.61969
C 1.67480 2.30297 0.00067
C 2.90435 1.82114 -0.41100
C 3.44675 0.59095 0.13842
O 3.15085 0.11188 1.24980
N 4.38771 -0.08287 -0.64250
C 4.98787 -1.31559 -0.18857
C 4.83478 0.32436 -1.95869
N 1.05158 1.60944 0.98945
N -0.16582 1.83544 1.25768
C -0.52354 1.44130 2.58862
N -1.83549 1.84898 2.70403
O 0.15598 0.93247 3.45085
H 1.56651 3.67863 -1.60937
H 0.01569 3.44547 -0.73126
H 1.34214 4.42045 -0.00122
H 3.39696 2.33158 -1.23003
H 4.59994 -1.62781 0.78466
H 4.78266 -2.09043 -0.93871
H 6.07823 -1.19847 -0.12183
H 4.14881 1.02999 -2.43428
H 5.83074 0.78820 -1.89729
H 4.90230 -0.57917 -2.57609
H -2.26727 1.98369 1.79366
H -2.36163 1.41120 3.44025
C 7.50656 -0.34431 3.06966
C 7.13031 0.77875 2.13237
O 6.30731 1.72102 2.85646
C 5.91017 2.75119 2.04802
C 4.95346 3.60377 2.68976
C 4.45744 4.77250 2.11381
C 5.00788 5.32199 0.91116
C 4.45765 6.43908 0.30918
C 3.33667 7.06214 0.88684
Br 2.56453 8.54697 0.03185
C 2.78463 6.56517 2.08607
C 3.34019 5.45534 2.69952
O 6.35529 2.83001 0.89150
H 7.88160 -1.20733 2.51665
H 8.31871 -0.03480 3.72903
H 6.66066 -0.67524 3.67547
H 8.01255 1.31229 1.74447
H 6.54344 0.40145 1.27977
H 4.62746 3.28899 3.66605
H 5.85783 4.81490 0.46481
H 4.89091 6.83282 -0.60816
H 1.92171 7.06661 2.52634
H 2.93294 5.06505 3.63770

(10)
99
Properties=species:S:1:pos:R:3 method="wB97M-V/def2-TZVPD" orbital_gap_ev="7.7 / 6.0" relative_energy_kcal_mol=45.0 total_charge=+3 multiplicity=2 energy_ev=-100326.8158
Ir 0.12240 0.45844 -0.11000
C 1.13875 -0.86815 4.34062
N -0.16922 -1.25431 3.89152
C -1.32194 -0.69015 4.52519
C -0.29575 -2.34840 2.92880
N -0.47795 -1.96998 1.73558
C -0.69907 -2.97400 0.70965
C -1.09031 -2.33522 -0.60636
N -0.08932 -1.37599 -1.18041
C 1.22645 -2.10476 -1.25281
C 2.16677 -1.58826 -0.16919
N 2.20912 -0.12656 -0.24426
C 3.43346 0.39762 -0.39387
N 3.77029 1.57434 0.17381
C 4.72753 2.48820 -0.43130
C 3.57023 1.78937 1.59681
N 4.39506 -0.24585 -1.10978
C 5.79429 -0.23288 -0.69298
C 4.15744 -0.99131 -2.33040
C -0.51794 -1.01426 -2.56846
C 0.36015 0.14623 -2.99412
N 0.10821 1.23118 -2.02684
C 0.27965 2.47802 -2.55531
N 1.25361 2.68167 -3.47389
C 1.05688 3.50517 -4.66192
C 2.55832 2.06388 -3.37107
N -0.53835 3.49716 -2.28985
C -0.09939 4.88696 -2.32726
C -1.90715 3.31448 -1.85475
N -0.11200 -3.57187 3.48065
C 0.74682 -4.55274 2.81549
C -0.42760 -3.86838 4.87508
H 1.88669 -1.20990 3.63289
H 1.30728 -1.31578 5.32939
H 1.15486 0.21953 4.44310
H -1.20751 -0.74741 5.61171
H -2.22532 -1.19379 4.19611
H -1.33411 0.37415 4.25553
H -1.50781 -3.64838 1.01503
H 0.17928 -3.61077 0.56661
H -2.05051 -1.83465 -0.55223
H -1.18412 -3.15231 -1.33229
H 1.64999 -1.94157 -2.24034
H 1.04014 -3.17625 -1.17047
H 3.15191 -2.04607 -0.25270
H 1.77858 -1.86453 0.82004
H 4.83032 2.27986 -1.49298
H 5.71025 2.42926 0.03976
H 4.34876 3.50268 -0.30288
H 4.43201 1.40371 2.15076
H 2.65847 1.30730 1.93396
H 3.50035 2.85740 1.78006
H 5.88202 0.15176 0.31734
H 6.41147 0.36154 -1.36709
H 6.16306 -1.25853 -0.70143
H 3.19450 -0.72162 -2.75537
H 4.20320 -2.07146 -2.17593
H 4.92934 -0.72648 -3.05387
H -1.56045 -0.70811 -2.52166
H -0.43547 -1.88203 -3.22899
H 0.12930 0.44810 -4.01843
H 1.40878 -0.15867 -2.97721
H 0.00296 3.72946 -4.78574
H 1.39632 2.93805 -5.52925
H 1.62458 4.43369 -4.60884
H 2.68318 1.65446 -2.37258
H 3.31993 2.82667 -3.53851
H 2.69574 1.27930 -4.11971
H 0.98466 4.93781 -2.36557
H -0.43653 5.36802 -1.40940
H -0.52525 5.41296 -3.18202
H -2.47860 4.17718 -2.19287
H -2.31877 2.42085 -2.31397
H -1.97697 3.25603 -0.77025
H 1.38135 -4.05941 2.08085
H 0.16370 -5.34234 2.33828
H 1.39243 -5.00110 3.57005
H -1.31541 -3.33156 5.19690
H 0.41133 -3.65040 5.53940
H -0.65127 -4.93111 4.94267
N -4.06422 1.20218 2.43130
C -3.66639 2.27944 1.74325
O -2.57767 2.32687 1.17805
C -4.65641 3.39388 1.60265
I -5.71716 3.00723 -0.21381
H -3.45286 0.40632 2.50207
H -4.96637 1.16488 2.87745
H -4.14751 4.34427 1.49142
H -5.39272 3.43244 2.39881
Cl 0.88749 3.44916 0.42919
C 0.23098 3.54645 2.09676
Cl 1.48100 4.07402 3.23104
Cl -1.06157 4.72728 2.13892
C -0.20741 2.10995 2.56896
O -0.81683 2.02030 3.60877
O 0.27585 1.10848 1.91028
N -2.88258 0.38126 -0.62406
C -1.83866 0.64303 -0.14717
H -3.83573 0.71786 -0.65937

Please write out number 7 again, unchanged.
14
Properties=species:S:1:pos:R:3 method="wB97M-V/def2-TZVPD" orbital_gap_ev=9.3 relative_energy_kcal_mol=122.8 energy_ev=-7820.3217 smiles=Cc1c[nH]c2c1C2
C 0.36869 -1.36243 0.32852
C -0.70143 0.67105 -0.51879
C 0.74127 -0.02721 -0.03450
C -1.54929 -0.34810 -0.21927
C -2.01073 1.08159 -0.03225
C 2.04898 0.54368 -0.22178
N -1.04469 -1.49301 0.18156
H 1.07800 -2.06728 0.59504
H -2.14598 1.60131 0.90422
H -2.53415 1.34917 -0.84527
H 2.57347 0.41812 -1.25633
H 2.08769 1.66384 -0.04085
H 2.74212 0.15378 0.60828
H -1.65397 -2.18452 0.55143